Run a
CH4N2OS | ωB97M-V/def2-TZVPD

Results
- Orbital gap: 9.77 eV
- Lowest unoccupied orbital energy: 0.019 hartree
- SMILES: NC(=O)NS
- Highest occupied orbital energy: -9.258 eV

```
! wB97M-V def2-TZVPD RIJCOSX def2/J DEFGRID3
* xyz 0 1
C -0.202 -0.409 0.105
N -1.493 0.062 0.041
N 0.665 0.569 0.019
O 0.111 -1.586 0.075
S 2.383 0.231 0.102
H -1.925 0.852 0.521
H -2.212 -0.659 0.099
H 0.248 1.556 -0.024
H 2.424 -0.616 -0.937
*
```


Run b
CH4N2OS | ωB97M-V/def2-TZVPD

Results
- Orbital gap: 9.12 eV
- Lowest unoccupied orbital energy: -0.009 hartree
- SMILES: NSNC=O
- Highest occupied orbital energy: -9.360 eV

```
! wB97M-V def2-TZVPD RIJCOSX def2/J DEFGRID3
* xyz 0 1
C 1.315 0.183 -0.079
N -1.750 -0.108 0.893
N 0.478 0.004 -1.102
O 1.041 0.390 1.065
S -1.609 -0.051 -0.852
H 2.365 0.249 -0.523
H -1.416 0.721 1.340
H -1.287 -0.959 1.244
H 0.863 -0.429 -1.986
*
```


Least stable: run b


Run a
CH4N2OS | ωB97M-V/def2-TZVPD

Results
- Orbital gap: 9.36 eV
- Lowest unoccupied orbital energy: 0.015 hartree
- SMILES: NNOC=S
- Highest occupied orbital energy: -8.958 eV

```
! wB97M-V def2-TZVPD RIJCOSX def2/J DEFGRID3
* xyz 0 1
C 1.575 -0.081 -0.383
N -1.685 0.390 0.229
N -0.800 -0.603 -0.097
O 0.535 -0.204 0.454
S 3.147 0.170 -0.004
H 1.188 -0.173 -1.385
H -1.345 0.753 1.037
H -1.557 1.190 -0.464
H -1.058 -1.441 0.613
*
```


Run b
CH4N2OS | ωB97M-V/def2-TZVPD

Results
- Orbital gap: 8.26 eV
- Lowest unoccupied orbital energy: -0.038 hartree
- Highest occupied orbital energy: -9.290 eV

```
! wB97M-V def2-TZVPD RIJCOSX def2/J DEFGRID3
* xyz 0 1
C 1.544 -0.184 0.258
N -1.790 0.908 -0.252
N 0.619 -1.022 -0.189
O 1.419 0.972 0.443
S -1.429 -0.440 0.717
H 2.510 -0.741 0.256
H -2.435 0.778 -0.932
H -1.153 1.687 -0.263
H 0.715 -1.957 -0.039
*
```


Least stable: run a


Run a
C3H12NO2 | ωB97M-V/def2-TZVPD

Results
- Orbital gap: 11.05 eV
- Lowest unoccupied orbital energy: -0.119 hartree
- Highest occupied orbital energy: -14.280 eV

```
! wB97M-V def2-TZVPD RIJCOSX def2/J DEFGRID3
* xyz 1 1
C 1.534 0.677 -2.148
C 0.736 0.707 -0.896
C -0.076 -0.277 -0.558
N -0.818 -0.231 0.723
H 0.965 0.370 -3.017
H 1.970 1.635 -2.405
H 2.360 -0.038 -2.076
H 0.770 1.591 -0.258
H -0.162 -1.211 -1.087
H -1.403 -1.081 0.865
H -0.153 -0.208 1.487
H -1.375 0.618 0.672
H 0.485 1.765 2.537
H -0.219 3.123 2.625
O 0.011 2.418 2.000
H -1.714 -3.200 -0.275
H -1.409 -3.719 1.184
O -1.503 -2.940 0.626
*
```


Run b
C3H12NO2 | ωB97M-V/def2-TZVPD

Results
- Orbital gap: 11.33 eV
- Lowest unoccupied orbital energy: -0.159 hartree
- Highest occupied orbital energy: -15.644 eV

```
! wB97M-V def2-TZVPD RIJCOSX def2/J DEFGRID3
* xyz 1 1
C -0.172 1.254 -2.365
C -0.029 -0.155 -1.851
C -0.999 -1.333 0.023
N -0.565 -0.263 -0.473
H -1.186 1.616 -2.368
H 0.401 1.971 -1.781
H 0.247 1.380 -3.365
H -0.495 -0.876 -2.519
H 1.026 -0.399 -1.725
H -1.203 -1.363 1.085
H -1.193 -2.249 -0.529
H -0.474 0.538 0.174
H 2.220 -1.387 2.136
H 2.701 0.050 2.106
O 1.942 -0.501 1.846
H -0.976 1.040 2.920
H 0.331 0.711 2.153
O -0.632 0.794 2.054
*
```


Run c
C3H12NO2 | ωB97M-V/def2-TZVPD

Results
- Orbital gap: 10.36 eV
- Lowest unoccupied orbital energy: -0.121 hartree
- Highest occupied orbital energy: -13.653 eV

```
! wB97M-V def2-TZVPD RIJCOSX def2/J DEFGRID3
* xyz 1 1
C 2.156 -0.738 -0.168
C 1.452 -0.547 1.132
C 1.544 0.482 2.109
N 0.116 -1.233 1.184
H 2.452 -1.748 -0.199
H 1.639 -0.331 -1.107
H 3.050 -0.191 -0.304
H 0.738 0.358 2.957
H 2.086 1.350 1.704
H -0.389 -1.232 2.075
H 0.140 -2.214 0.763
H -0.567 -0.860 0.270
H -1.504 -0.186 -1.603
H -1.934 0.834 -0.621
O -1.607 -0.157 -0.615
H -2.747 2.706 -2.802
H -3.753 1.814 -2.465
O -2.870 1.893 -2.310
*
```


Least stable: run c